Record 1
Formula: C2HClFN3
Source: the Open Molecules 2025 dataset
Level of theory: the ωB97M-V functional and the def2-TZVPD basis

Computed properties:
- Lowest unoccupied orbital energy: -0.16 eV
- Orbital gap: 10.85 eV
- Molecular weight: 121.50 g mol⁻¹
- Structure (SMILES): FC1N=N1.N#CCl
- HOMO: -11.014 eV

Each line ends with the Löwdin charge.
CARTESIAN COORDINATES (ANGSTROEM)
1 F 1.04 0.26 -1.20  -0.0675
2 C 0.75 1.42 -0.51  -0.3800
3 N 0.85 1.32 0.93  0.1574
4 N -0.28 1.25 0.46  0.1188
5 H 0.54 2.31 -1.05  0.1244
6 N -2.18 -2.19 0.96  0.0867
7 C -1.13 -2.18 0.52  -0.7652
8 Cl 0.43 -2.18 -0.11  0.7254



Record 2
Formula: C2HClFO2
Source: the Open Molecules 2025 dataset
Level of theory: the ωB97M-V functional and the def2-TZVPD basis

Computed properties:
- Lowest unoccupied orbital energy: 3.80 eV
- Orbital gap: 5.96 eV
- Molecular weight: 111.48 g mol⁻¹
- Total charge: -1
- HOMO: -2.157 eV

Each line ends with the Löwdin charge.
CARTESIAN COORDINATES (ANGSTROEM)
1 C -0.67 0.25 2.70  -0.6219
2 C -0.51 0.38 -0.44  -0.5904
3 O -1.68 0.80 2.87  0.0874
4 O 0.35 -0.33 2.77  0.1082
5 F -1.27 0.66 -1.67  -0.3192
6 Cl -1.55 -0.80 0.60  0.3800
7 H 0.43 -0.22 -0.71  -0.0441



Record 3
Formula: C2HClN2
Source: the Open Molecules 2025 dataset
Level of theory: the ωB97M-V functional and the def2-TZVPD basis

Computed properties:
- Lowest unoccupied orbital energy: -3.30 eV
- Orbital gap: 5.96 eV
- Molecular weight: 88.50 g mol⁻¹
- HOMO: -9.261 eV

Each line ends with the Löwdin charge.
CARTESIAN COORDINATES (ANGSTROEM)
1 C 2.17 -0.14 -0.15  -0.1397
2 C 1.00 -0.18 0.11  -0.1057
3 N -1.57 -1.06 -0.13  0.1654
4 N -2.35 -0.21 -0.08  -0.5217
5 Cl -2.32 1.45 0.17  0.6894
6 H 3.06 0.15 0.08  -0.0879



Record 4
Formula: C2HClNO4
Source: the Open Molecules 2025 dataset
Level of theory: the ωB97M-V functional and the def2-TZVPD basis

Computed properties:
- Lowest unoccupied orbital energy: 3.11 eV
- Orbital gap: 8.19 eV
- Molecular weight: 138.49 g mol⁻¹
- Total charge: -1
- HOMO: -5.082 eV

Each line ends with the Löwdin charge.
CARTESIAN COORDINATES (ANGSTROEM)
1 C -1.02 0.45 0.29  -0.4156
2 C -0.71 0.10 -1.98  -0.5020
3 N 0.04 0.25 0.77  0.0423
4 O -0.31 1.15 -2.20  0.2274
5 O -2.14 0.79 0.14  0.0987
6 O -1.09 -0.98 -1.95  0.2278
7 O 1.27 -0.19 0.50  -0.1319
8 Cl 2.28 -1.06 2.98  -0.3603
9 H 1.68 -0.51 1.44  -0.1863



Record 5
Formula: C2HClO
Source: the Open Molecules 2025 dataset
Level of theory: the ωB97M-V functional and the def2-TZVPD basis

Computed properties:
- Lowest unoccupied orbital energy: -0.92 eV
- Orbital gap: 7.95 eV
- Molecular weight: 76.48 g mol⁻¹
- HOMO: -8.867 eV

Each line ends with the Löwdin charge.
CARTESIAN COORDINATES (ANGSTROEM)
1 C 0.79 0.25 0.46  -0.5403
2 C -0.87 -0.97 -0.23  -0.0585
3 O -1.98 -0.91 -0.01  0.0928
4 Cl 0.40 1.77 -0.12  0.5490
5 H 1.66 -0.14 -0.10  -0.0430



Record 6
Formula: C2HErFO2
Source: the Open Molecules 2025 dataset
Level of theory: the ωB97M-V functional and the def2-TZVPD basis

Computed properties:
- Spin multiplicity: 4
- Lowest unoccupied orbital energy (spin up / spin down): -18.08 / -19.37 eV
- Orbital gap (spin up / spin down): 6.03 / 4.73 eV
- Molecular weight: 243.29 g mol⁻¹
- Total charge: +3
- HOMO (spin up / spin down): -24.111 / -24.105 eV

Each line ends with the Mulliken spin population.
CARTESIAN COORDINATES (ANGSTROEM)
1 O -0.80 0.85 0.37  -0.0011
2 C 0.71 0.97 0.23  0.0021
3 C -0.12 -0.21 0.13  -0.0033
4 O -0.29 -1.32 -0.30  -0.0081
5 Er -1.80 -3.16 -0.71  3.0101
6 F 1.07 1.61 -0.85  0.0003
7 H 1.23 1.27 1.14  0.0001



Record 7
Formula: C2HErO3
Source: the Open Molecules 2025 dataset
Level of theory: the ωB97M-V functional and the def2-TZVPD basis

Computed properties:
- Spin multiplicity: 4
- Lowest unoccupied orbital energy (spin up / spin down): -9.77 / -11.71 eV
- Orbital gap (spin up / spin down): 9.15 / 4.94 eV
- Molecular weight: 240.29 g mol⁻¹
- Total charge: +2
- HOMO (spin up / spin down): -18.923 / -16.649 eV

Each line ends with the Mulliken spin population.
CARTESIAN COORDINATES (ANGSTROEM)
1 O -3.31 -0.59 0.29  0.1806
2 H -3.29 -1.03 1.15  -0.0058
3 O 0.37 -0.31 0.86  0.0535
4 O 0.16 0.60 -0.31  0.2083
5 C -2.14 -0.13 -0.05  0.2958
6 C -1.20 0.44 -0.57  0.2603
7 Er 2.47 -0.39 -0.20  2.0073



Record 8
Formula: C2HF2I2N
Source: the Open Molecules 2025 dataset
Level of theory: the ωB97M-V functional and the def2-TZVPD basis

Computed properties:
- Lowest unoccupied orbital energy (spin up / spin down): -0.63 / -0.63 eV
- Orbital gap (spin up / spin down): 7.58 / 7.58 eV
- Molecular weight: 330.84 g mol⁻¹
- HOMO (spin up / spin down): -8.203 / -8.204 eV

Each line ends with the Löwdin charge.
CARTESIAN COORDINATES (ANGSTROEM)
1 C -1.25 -1.83 -0.14  -0.9996
2 C -1.38 -3.14 -0.44  -0.6463
3 N -0.99 -0.05 -2.50  -0.6837
4 F -0.78 -3.74 -1.45  0.0732
5 F -2.30 -3.90 0.04  0.1238
6 I -2.46 -0.99 1.35  0.8422
7 I 0.26 -0.95 -1.42  1.3517
8 H -0.99 0.99 -2.78  -0.0614